Here is a molecular structure, C32H31N4NdOPS2 at a distorted geometry from the OMol25 dataset. Energies are from ωB97M-V/def2-TZVPD.

LUMO level (spin up / spin down) = -3.02 / -2.93 eV
spin multiplicity = 4
energy above the lowest of the compared OMol25 structures with the same formula, charge and spin = 0.573 eV
⟨S²⟩ = 3.753
frontier orbital gap (spin up / spin down) = 6.684 / 6.771 eV
charge = +1
calculated total energy = -3231.302251 a.u.

Positions of all 72 atoms, in Å:
Nd: -0.082276 0.631206 0.764997
S: -0.865857 -0.081768 3.380229
C: -0.678899 1.378874 4.293249
C: -0.881602 1.256754 5.710399
C: -0.662657 2.327563 6.590803
C: -0.810602 2.094072 7.989550
N: -0.956023 1.842173 9.141552
C: -0.324537 3.590027 6.075016
C: -0.178480 3.737303 4.679893
C: -0.368380 2.690410 3.774889
S: -0.119468 3.087689 2.060412
C: -0.111921 4.722698 6.935341
N: -0.029329 5.682218 7.643938
H: -1.210617 0.295871 6.091391
H: 0.115062 4.702772 4.265305
C: 4.190950 1.207127 2.099182
C: 4.499224 -0.067164 1.316159
N: 4.237959 0.069102 -0.120525
C: 5.427467 0.247504 -0.949753
C: 5.994781 1.664933 -1.133139
C: 2.979400 0.143641 -0.543058
C: 2.687684 0.636177 -1.927001
N: 1.949102 -0.227871 0.236715
H: 4.405584 1.003497 3.145061
H: 3.153948 1.528836 1.982562
H: 4.863704 2.028431 1.775818
H: 3.922248 -0.935308 1.628427
H: 5.546161 -0.351695 1.481720
H: 5.167054 -0.215437 -1.958619
H: 6.216155 -0.427190 -0.528846
H: 5.138002 2.394079 -1.352393
H: 6.705469 1.715735 -1.965982
H: 6.427317 2.084041 -0.208221
H: 3.235597 0.101421 -2.683585
H: 2.943067 1.690532 -2.067619
H: 1.612984 0.479354 -2.130027
H: 2.317499 -0.701599 1.071560
O: -1.385378 0.254377 -0.982430
P: -2.083880 -0.846546 -1.740166
C: -2.822353 -1.742070 -0.383846
C: -3.298174 -3.042073 -0.567883
C: -3.860156 -3.785153 0.466919
C: -4.058747 -3.210477 1.729054
C: -3.541698 -1.929534 1.963824
C: -2.990497 -1.211170 0.899777
C: -0.884086 -1.693782 -2.735335
C: -0.511666 -1.228113 -3.999853
C: 0.585867 -1.787478 -4.653140
C: 1.200912 -2.907973 -4.123360
C: 0.811887 -3.397539 -2.889131
C: -0.201312 -2.767486 -2.174788
C: -3.267309 -0.209043 -2.934649
C: -3.646897 1.121530 -2.916160
C: -4.548068 1.589219 -3.882618
C: -5.136075 0.717915 -4.791862
C: -4.722249 -0.652080 -4.843389
C: -3.784633 -1.093499 -3.894604
H: -3.265935 -3.468850 -1.574181
H: -4.266066 -4.752809 0.282624
H: -4.483691 -3.823259 2.527458
H: -3.664847 -1.428365 2.922092
H: -2.769679 -0.129505 1.114435
H: -1.070266 -0.399579 -4.396119
H: 0.804362 -1.483740 -5.656043
H: 1.968831 -3.454493 -4.684653
H: 1.306957 -4.237196 -2.448814
H: -0.355140 -3.053535 -1.159692
H: -3.202098 1.782594 -2.172858
H: -4.842802 2.648389 -3.882848
H: -5.941335 1.040222 -5.447563
H: -5.099775 -1.317329 -5.623113
H: -3.429777 -2.127577 -3.912488

Forces on atoms 1 to 6 (eV/Å):
Nd -1.4 1.2 2.1
S 0.2 -0.2 -1.3
C 0.0 1.6 1.6
C 0.4 0.6 -1.2
C -0.2 -0.3 -0.9
C -0.7 -0.9 4.5

These are the Mulliken partial charges, in e, on atoms 1 to 4: 0.926 -0.427 0.656 -0.879

***

Here is 2 unconnected molecules or ions with the total composition C32H31N5O3 at a distorted geometry from the OMol25 dataset. Energies are from ωB97M-V/def2-TZVPD.

LUMO level = -2.69 eV
spin multiplicity = 1
energy above the lowest of the compared OMol25 structures with the same formula, charge and spin = 0.000 eV
frontier orbital gap = 3.329 eV
calculated total energy = -1737.313913 a.u.

Positions of all 71 atoms, in Å:
C: 1.075406 0.109304 -3.080509
C: 1.751385 1.431055 -3.014951
C: 0.926604 2.569646 -2.965610
N: 0.197263 3.493930 -2.917295
C: 3.160302 1.596312 -3.063199
C: 4.061357 0.483771 -3.070633
C: 5.431638 0.682550 -3.047123
C: 5.967763 1.978514 -3.033752
C: 7.392071 2.167574 -3.000322
N: 8.555301 2.305066 -2.972802
C: 5.104377 3.083112 -3.058420
C: 3.729630 2.904075 -3.075535
H: 1.749574 -0.750161 -3.061582
H: 0.377676 0.020998 -2.236267
H: 0.463144 0.040762 -3.992900
H: 3.671104 -0.535825 -3.079015
H: 6.107546 -0.175154 -3.040431
H: 5.517987 4.093359 -3.060589
H: 3.075115 3.780547 -3.085078
C: -4.582433 -0.931078 3.288440
N: -3.463807 -1.265681 2.435849
C: -3.331160 -2.512419 1.895256
O: -4.103481 -3.449652 2.075661
C: -2.061710 -2.514339 1.043358
C: -2.372954 -2.751884 -0.437472
C: -3.009489 -4.099971 -0.714054
C: -4.289489 -4.166390 -1.274388
C: -4.902972 -5.403203 -1.483374
C: -4.223736 -6.582264 -1.143490
C: -2.930494 -6.518007 -0.607010
C: -2.320948 -5.275363 -0.398869
N: -1.499764 -1.185161 1.323111
C: -0.299257 -0.808644 0.840844
C: 0.276527 0.443356 1.046101
C: 1.532489 0.857606 0.621800
C: 2.080447 2.164293 0.910036
C: 1.353736 3.131593 1.654209
C: 1.895020 4.401760 1.908678
N: 1.122852 5.334539 2.669195
O: 1.603144 6.468059 2.891339
O: -0.006387 4.986029 3.087624
C: 3.168340 4.766771 1.441796
C: 3.900898 3.824722 0.712640
C: 3.380758 2.553900 0.464621
C: -2.352321 -0.354843 2.190192
C: -2.884327 0.888089 1.460392
C: -1.665311 -0.026267 3.523715
H: -5.275879 -1.775113 3.298178
H: -4.251599 -0.727219 4.314713
H: -5.099235 -0.041037 2.910569
H: -1.380746 -3.303202 1.418985
H: -3.052906 -1.950614 -0.768644
H: -1.429933 -2.652228 -0.997808
H: -4.801749 -3.231577 -1.516908
H: -5.908783 -5.439042 -1.906431
H: -4.701841 -7.549421 -1.302035
H: -2.389400 -7.429913 -0.346928
H: -1.312617 -5.202859 0.017057
H: 0.234057 -1.573649 0.267853
H: -0.309428 1.168504 1.610443
H: 2.172989 0.154492 0.076929
H: 0.360906 2.922802 2.046096
H: 3.538601 5.763641 1.668289
H: 4.891741 4.097667 0.344877
H: 3.967509 1.824419 -0.098307
H: -3.451871 0.566780 0.574758
H: -3.546046 1.449446 2.132074
H: -2.077935 1.545583 1.129090
H: -1.393819 -0.970333 4.016876
H: -0.756390 0.560111 3.377121
H: -2.355060 0.537757 4.162956

Forces on atoms 1 to 6 (eV/Å):
C -0.7 -0.2 -0.2
C 0.7 0.1 0.4
C -1.4 1.5 0.1
N 1.3 -1.6 0.0
C -0.2 0.0 0.1
C 0.2 0.2 0.1

These are the Mulliken partial charges, in e, on atoms 1 to 4: -1.427 1.029 0.077 -0.685

***

Here is a molecular structure, C32H32AsF9IMnN3OS from the OMol25 dataset. Energies are from ωB97M-V/def2-TZVPD.

LUMO level (spin up / spin down) = 3.69 / 3.69 eV
spin multiplicity = 6
energy above the lowest of the compared OMol25 structures with the same formula, charge and spin = 0.531 eV
⟨S²⟩ = 8.755
frontier orbital gap (spin up / spin down) = 5.750 / 5.949 eV
charge = -2
calculated total energy = -6459.864991 a.u.

Positions of all 81 atoms, in Å:
Mn: -0.706906 -0.974098 -1.647680
C: 0.481968 -0.278431 5.515377
C: -0.342663 0.692977 4.671286
C: -1.690281 0.925703 5.366420
C: 0.428788 2.016712 4.570450
C: -0.580886 0.163929 3.261244
C: -0.076528 -1.045300 2.807772
C: -0.244012 -1.388900 1.475510
N: -0.878129 -0.617217 0.607668
C: -1.400089 0.533404 1.028179
C: -1.280119 0.940639 2.345951
C: -2.073938 1.360642 -0.011998
C: -2.801909 2.500132 0.291930
C: -3.399536 3.246188 -0.718631
C: -3.228676 2.795099 -2.019520
C: -2.498836 1.636741 -2.246432
N: -1.941952 0.938765 -1.269629
C: -4.195187 4.499532 -0.364349
C: -5.357282 4.115708 0.561209
C: -4.770591 5.183452 -1.604311
C: -3.273622 5.493834 0.354656
H: 0.644794 0.150668 6.506705
H: 1.457110 -0.464509 5.063519
H: -0.028984 -1.235084 5.642118
H: -1.532105 1.311189 6.377170
H: -2.255747 -0.005726 5.435143
H: -2.299118 1.647180 4.819969
H: 0.652186 2.397353 5.571123
H: -0.145960 2.776187 4.039623
H: 1.363263 1.874467 4.024849
H: 0.490265 -1.705027 3.447595
H: 0.180597 -2.299379 1.067406
H: -1.679129 1.897774 2.649356
H: -2.909999 2.806727 1.322603
H: -3.647695 3.312542 -2.869363
H: -2.355666 1.262690 -3.251494
H: -6.019671 3.400379 0.070727
H: -5.938182 5.003819 0.824093
H: -4.998849 3.659344 1.484478
H: -5.450441 4.523729 -2.145723
H: -3.981853 5.498150 -2.289082
H: -5.330254 6.071736 -1.302519
H: -2.873780 5.073410 1.277915
H: -3.825059 6.403997 0.605573
H: -2.428070 5.762976 -0.280172
O: 0.751505 0.617255 -1.513050
N: 2.043821 0.452042 -1.324588
C: 2.748591 -0.123844 -2.325227
C: 4.099299 -0.324163 -2.242378
C: 4.751312 0.070538 -1.070303
C: 4.025880 0.651610 -0.063852
C: 2.631859 0.884171 -0.156487
S: 1.739579 1.626931 1.088227
H: 2.148566 -0.388777 -3.181612
H: 4.615885 -0.785400 -3.071405
H: 5.818526 -0.080051 -0.953361
H: 4.495053 0.969672 0.856262
F: -0.746601 -0.400507 -4.005462
As: -0.281213 0.346915 -5.544406
F: -1.743343 1.299116 -5.493181
F: 0.552755 1.597427 -4.690298
F: 0.153433 1.069761 -7.064678
F: 1.165290 -0.611305 -5.546739
F: -1.134940 -0.906796 -6.377688
I: -3.264212 -2.331418 -1.722473
F: 6.273219 -7.753795 -1.745403
C: 5.287912 -7.824318 -0.808333
F: 5.926809 -7.793060 0.395625
F: 4.743808 -9.060232 -0.917774
C: 4.284890 -6.730307 -0.951752
C: 2.934793 -7.005359 -1.123750
C: 2.027982 -5.967828 -1.252664
C: 2.446253 -4.631020 -1.212131
C: 3.815462 -4.373551 -1.031712
C: 4.720394 -5.407819 -0.906040
C: 1.513027 -3.563120 -1.341568
C: 0.710788 -2.646441 -1.453050
H: 2.592487 -8.030876 -1.160400
H: 0.975186 -6.173758 -1.391384
H: 4.145109 -3.343958 -0.993585
H: 5.773546 -5.191867 -0.770063

Forces on atoms 1 to 6 (eV/Å):
Mn 0.2 -0.2 0.1
C 0.0 0.0 0.0
C 0.0 0.0 0.0
C 0.0 0.0 0.0
C 0.0 0.0 0.0
C 0.0 0.0 0.0

These are the Mulliken partial charges, in e, on atoms 1 to 4: 0.451 -2.283 2.206 -1.705

***

Q: Among the records above, which one has the lowest calculated total energy?
A: C32H32AsF9IMnN3OS

***

Q: The lowest calculated total energy belongs to which entry?
A: C32H32AsF9IMnN3OS

***

Q: The lowest energy above the lowest of the compared OMol25 structures with the same formula, charge and spin belongs to which entry?
A: C32H31N5O3

***

Q: The highest spin multiplicity belongs to which entry?
A: C32H32AsF9IMnN3OS